1.
3 unconnected molecules or ions with the total composition C21H36O9S in a non-equilibrium geometry. Source: the Open Molecules 2025 dataset; level of theory: ωB97M-V/def2-TZVPD.

Calculated values
ΔE to the lowest compared entry with this formula, charge and spin = 0.0 kJ/mol
net charge = 0
E_tot = -51618.970 eV
LUMO level = 0.5 eV
highest occupied orbital energy = -9.167 eV
strongest force on any atom = 3.3 eV/A

```
67
Properties=species:S:1:pos:R:3:forces:R:3:mulliken_charge:R:1
O 0.7915 1.4041 2.0744 0.2749 -0.0956 -0.2234 -0.26
C -6.2444 1.1886 1.3580 -1.0788 0.5053 3.0442 0.37
C -6.1021 -0.1723 1.9706 0.2099 0.3155 -1.6838 0.35
H -5.3426 1.6740 0.9713 0.1165 -0.6756 -0.2886 0.28
H 3.9078 -2.3178 -0.2000 -0.0296 -0.0574 -0.0736 0.37
H -2.0245 2.5353 -1.5326 -0.0157 -0.0449 -0.0606 0.41
O -1.0236 1.0807 -0.4269 0.0204 0.4166 -0.0554 -0.27
C 1.7457 0.5627 2.6855 -0.2192 0.0248 0.0420 -0.82
C 6.1166 -3.3006 -2.6469 -0.0779 -0.1178 -0.0001 -0.29
H 4.0076 -0.5523 -0.4025 0.0792 -0.0679 0.2138 0.11
C -4.6481 -1.6965 3.0946 0.7226 0.1454 0.4018 -0.54
C 7.1690 -0.1684 -4.0372 -0.1793 -0.0383 -0.1248 -0.85
H -0.2578 1.5970 -2.2963 -0.0456 0.0506 0.0368 0.37
H 1.7664 0.7249 3.7683 0.1605 -0.0284 0.0136 0.30
H 2.3240 2.8124 1.9868 0.0032 -0.0716 -0.0201 0.34
O -7.3748 1.5087 0.5483 0.6366 1.0156 -0.7301 -0.38
S -8.2791 1.7987 3.3174 -0.1165 -0.0045 0.3460 -0.24
C -5.6831 -2.5966 3.2149 0.7419 -0.5235 0.3912 -0.50
C -4.8603 -0.4918 2.4768 0.4720 0.6288 -0.1974 -0.53
H 2.6791 -3.3156 -1.6253 -0.0434 0.0334 0.0626 0.43
H -2.7309 2.0824 0.0213 0.0030 -0.0687 0.0169 0.15
H -5.4776 -3.5328 3.7210 -0.3031 -0.0441 -0.1000 0.38
C -6.9041 -2.2759 2.6913 -1.3445 -0.6416 0.0717 -0.48
H -2.8654 0.9583 -1.3503 -0.0858 0.1398 -0.1318 0.35
H -5.8691 2.0498 3.3579 0.1755 0.8957 -0.2560 0.50
H 1.6281 0.6881 -0.0569 -0.2468 -0.0497 0.0844 -0.14
H 1.4527 -0.4688 2.4894 -0.0642 0.0192 0.0426 0.23
C 2.5569 -2.4027 -2.2165 0.0405 0.2166 -0.1626 -0.73
H -0.0145 -0.0819 -1.7594 0.1267 0.0602 -0.2079 0.22
C 0.8479 3.2576 0.4982 -0.0764 0.0904 -0.0564 -0.28
H -8.1094 -0.8117 1.6756 0.0375 -0.1066 -0.0171 0.45
H 6.1755 -1.4324 0.0903 -0.0149 -0.0970 0.0152 0.43
O -6.8222 3.3123 1.8579 -0.6533 -0.5114 -0.5819 -0.40
H -8.0882 0.7361 4.1303 0.3851 0.2122 -0.2893 0.15
H 6.2065 -0.7945 -1.5354 -0.1892 0.0184 -0.1512 0.16
H -0.2301 3.1967 0.3433 -0.0334 -0.1892 0.1262 0.05
H -7.7434 -2.9608 2.7664 0.1749 -0.0855 0.0578 0.38
O 1.5524 2.6905 -0.5972 0.0018 0.0089 -0.0085 -0.52
H 5.0523 -3.4025 -2.8623 -0.0246 0.2059 -0.1037 0.07
C -0.0292 0.9658 -1.4319 0.0456 -0.2699 0.2545 -0.52
H 6.7304 -3.0379 -4.6739 0.1251 -0.1600 0.0606 0.39
O -7.9565 3.6603 -0.0825 0.3448 -1.2833 0.7506 -0.51
H 1.6657 -1.8571 -1.8886 -0.0813 -0.1567 0.0934 0.10
C 4.2825 -1.5183 -0.8473 0.0952 0.3268 -0.2593 -0.15
C 6.8212 -2.4968 -3.7234 -0.2100 0.0030 -0.1260 -0.52
C 5.7962 -1.5974 -0.9218 0.1165 0.0722 0.0713 -0.50
H 7.8851 -2.4167 -3.4747 -0.0154 0.0620 0.0297 0.35
H 2.0670 1.0926 -1.6967 -0.0388 0.0752 -0.0471 0.42
C -7.4662 2.8822 0.6791 -0.0601 1.2027 -0.4305 0.44
H 1.0990 4.3212 0.4755 0.1051 -0.0328 -0.0091 0.43
O 3.6982 -1.5740 -2.1399 0.0036 -0.4183 0.1425 -0.25
H -4.0583 0.2348 2.3708 0.0674 -0.1735 0.0338 0.44
H 2.7466 0.7167 2.2681 0.0175 0.0368 0.0437 0.37
H 7.5580 -0.1310 -5.0601 0.1442 0.0491 0.0436 0.30
C -7.1353 -1.0682 2.0736 -0.4261 0.1953 -0.3078 -0.49
C -6.6223 2.1070 2.5746 0.0407 -0.8917 -0.2134 -0.08
O 6.2357 -1.2182 -3.8983 0.1682 0.0820 0.3368 -0.25
C 1.2378 2.7343 1.8679 -0.2439 -0.0096 0.0437 -0.54
H -3.6623 -1.8966 3.4998 -0.1057 -0.1740 -0.0195 0.42
H 7.9978 -0.2679 -3.3284 0.0353 -0.0284 -0.0396 0.40
H 2.4241 -2.6943 -3.2588 -0.0089 0.0957 -0.0109 0.25
H 6.5312 -4.3116 -2.6754 0.0905 0.0438 0.0536 0.42
O 6.3252 -2.8561 -1.3132 -0.0135 -0.0071 0.0218 -0.46
H 6.6512 0.7663 -3.8232 -0.0455 -0.0205 -0.0679 0.23
H 0.7627 3.3668 2.6285 0.1183 0.1672 -0.0433 0.41
C 1.3486 1.3179 -0.9033 0.1722 -0.0355 -0.0080 0.08
C -2.2184 1.6937 -0.8606 0.0184 -0.2347 0.1604 -0.78
```
Forces are in eV/Å.

***

2.
A molecular structure, C21H37Cl16FInO2 in a non-equilibrium geometry. Source: the Open Molecules 2025 dataset; level of theory: ωB97M-V/def2-TZVPD.

Calculated values
net charge = -1
E_tot = -234719.986 eV
LUMO level = 1.8 eV
highest occupied orbital energy = -4.939 eV
strongest force on any atom = 4.0 eV/A

```
78
Properties=species:S:1:pos:R:3:forces:R:3:mulliken_charge:R:1
H 1.7055 -0.5379 -0.1865 -0.3745 0.7915 0.0339 -0.37
Cl 2.2034 0.1054 -7.0237 0.0096 0.0636 -0.1223 -0.20
H 3.8801 3.4332 4.9096 0.0170 -0.0788 -0.1265 0.39
C 1.2232 0.4625 -0.1809 -0.3331 1.3413 0.1574 0.31
Cl -6.0345 2.3805 -3.6234 -0.1177 0.0181 -0.0501 -0.18
Cl -4.4906 -1.7139 3.9000 -0.0194 -0.0021 0.1801 -0.16
H -4.9186 -3.7964 0.3042 0.6333 0.6168 -0.1492 0.19
H 2.8296 1.3100 1.0971 -0.7842 0.3225 -0.4977 0.41
H 3.9480 -3.4876 -1.6308 -0.7458 -0.1180 0.6987 0.29
C -0.6892 1.9240 -0.9305 3.4361 -0.2121 2.0165 -0.39
H -6.1001 0.0053 3.9193 0.0687 -0.1120 -0.0809 0.29
C 1.8818 -2.8426 -1.9283 -0.4891 -0.6614 -0.1969 0.09
H -4.4480 0.6293 4.1310 0.0529 -0.1179 -0.1028 0.27
C -0.0322 0.6081 -0.9104 0.3412 1.5047 0.2649 -0.19
H -2.9346 -4.9451 2.7145 0.0067 -0.1534 -0.0270 0.15
H -3.0272 -0.8272 -0.1208 -0.0453 -0.3743 -0.9428 0.21
H -5.1477 -2.0779 -0.2859 0.5193 -0.8027 0.3563 0.25
F -1.0876 -0.9754 -4.0069 0.2796 -0.0408 0.6842 -0.78
H -1.6541 2.0572 -1.4707 0.9797 0.1668 0.5625 0.13
H 3.2318 5.0309 -2.6394 0.0071 -0.1769 -0.0062 0.16
C 1.0070 1.6004 7.0819 0.0196 -0.1925 -0.0612 0.00
Cl -1.1789 -6.5060 2.5217 0.0460 0.0350 0.0619 -0.19
H 2.2056 3.6682 4.3554 0.0174 -0.1174 -0.1292 0.21
C 5.1002 -2.1810 0.4666 0.8014 0.2350 -0.8491 -0.58
H 0.8793 -1.8372 -6.8261 0.1620 0.0414 0.0116 0.29
H -1.4593 7.2157 -2.7535 -0.0293 -0.0651 0.1450 0.31
H 0.4384 0.7123 7.3427 -0.0329 0.1568 0.0383 0.30
Cl 3.7641 3.9036 2.6037 0.1976 0.0642 0.2282 -0.13
H -0.4342 4.0550 -0.1647 0.5157 -1.4455 -0.0456 0.11
Cl -0.0213 2.6790 6.1323 0.0123 -0.0546 -0.0595 -0.14
C -0.9075 6.4003 -2.2938 0.0758 0.0597 -0.1850 -0.23
H -6.8239 1.7983 -1.4804 0.1118 0.0608 -0.0751 0.32
H 0.2343 -3.4934 -0.4698 0.2155 0.4655 -0.6790 0.18
H 1.8714 1.3241 6.4851 -0.0666 0.1318 0.0310 0.03
C -5.0701 -0.0728 3.5825 -0.0760 0.2232 -0.0239 -0.39
Cl 3.1408 3.5320 -0.8167 1.2747 0.9392 -1.6511 0.02
C 2.9518 -3.6786 -1.1414 -0.2339 0.4224 -0.1496 -0.73
H 1.9482 -3.1623 -3.0041 -0.0052 0.3937 1.1663 -0.03
C 3.1660 3.2172 4.1196 -0.0388 0.1771 0.1254 -0.27
C -6.1191 1.3588 -2.1811 -0.0151 -0.0975 0.1585 -0.44
In -0.8817 -1.2459 -1.9199 -0.2645 -0.3604 0.5931 1.16
H 4.6799 5.1439 -1.6118 0.0229 -0.1074 -0.0862 0.29
Cl -0.9303 6.5971 -0.5386 0.0435 0.3617 0.1200 -0.17
H -4.2197 -2.3607 1.2195 -0.1779 -0.5193 -0.8057 -0.14
H 2.0921 -1.7376 -1.9368 0.3097 -1.0412 0.2352 0.45
Cl -1.6458 4.8763 -2.7530 -0.1038 -0.1002 -0.2590 -0.10
H -6.4566 0.3673 -2.4720 0.1360 0.0740 -0.0664 0.28
H 2.7608 -4.7811 -1.2572 0.0237 0.9974 -0.0050 0.23
C -2.9618 -1.5003 -1.0279 0.6311 0.1858 -0.0565 -0.83
Cl 2.9605 1.4653 3.9992 0.0194 -0.0154 0.1145 -0.17
H -0.0282 -3.8639 -2.2192 0.2639 0.5606 0.9054 0.41
H 5.8343 -2.3796 -0.3697 -0.6786 0.1787 0.7050 0.25
Cl 4.8476 3.4067 -3.1970 0.0626 0.0758 -0.1049 -0.18
Cl 1.5627 2.3826 8.5688 0.0550 -0.0487 0.0511 -0.18
C 1.2554 2.8404 0.5509 -1.7416 -2.5756 -0.1900 -0.50
H 1.7393 3.6512 1.1230 -0.8825 -0.5215 -0.4430 0.25
H -3.7379 -1.2070 -1.7798 0.3969 -0.3604 0.7477 0.33
Cl -4.9991 0.3264 1.8620 -0.0670 0.1213 0.1877 -0.03
H 2.6012 -2.3733 0.6909 0.2212 -0.6740 -0.4630 0.24
H 0.6492 -0.7308 -5.4497 0.0678 -0.0857 0.0670 0.02
C 3.9710 4.4642 -2.0792 0.2157 0.1242 0.2646 -0.33
C 0.3795 -3.0907 -1.5035 0.0440 -0.1328 -1.0018 -1.23
C 0.0168 3.0183 -0.1832 -0.6005 -0.9071 -0.2277 -0.06
O -3.2106 -2.8533 -0.5580 -1.1097 0.4607 0.2181 -0.32
C 1.3802 -1.1793 -6.1220 -0.3504 0.0223 0.1746 0.04
Cl 2.5248 -2.1305 -5.1663 0.0281 0.0856 -0.3201 -0.17
H 2.5001 -4.1447 0.9962 0.6035 0.6579 -0.5063 0.27
C -4.4248 -2.7981 0.2024 -0.2037 0.4190 0.1499 -0.16
Cl -4.5458 1.2174 -1.3960 -0.2222 0.3405 0.0060 0.02
C -2.4925 -5.5011 1.8926 0.0351 0.3197 -0.1155 0.32
Cl -3.7468 -6.4851 1.1278 -0.0496 0.0092 0.0160 -0.18
O 4.4259 -3.3892 0.8065 -0.4198 0.7540 0.3931 -0.46
H 5.7111 -1.7618 1.3116 -0.7699 -0.5511 -0.4553 0.24
C 1.8880 1.5235 0.5473 -2.4104 -0.0276 -0.6934 -0.10
H 0.1237 6.4137 -2.6363 -0.0548 -0.0859 0.1214 0.19
H -2.0886 -4.8118 1.1539 -0.0544 -0.1236 -0.0415 -0.11
C 3.0389 -3.3623 0.3986 0.1634 -0.3484 -0.3649 -0.29
H 4.4047 -1.3901 0.0878 0.4240 -0.5702 0.4261 0.20
```
Forces are in eV/Å.

***

3.
A molecular structure, C21H37ClEuN3O7S in a non-equilibrium geometry. Source: the Open Molecules 2025 dataset; level of theory: ωB97M-V/def2-TZVPD.

Calculated values
ΔE to the lowest compared entry with this formula, charge and spin = 0.0 kJ/mol
net charge = -1
⟨S²⟩ = 15.7591
E_tot = -83872.460 eV
LUMO level (spin up / spin down) = 2.2 / 2.2 eV
highest occupied orbital energy (spin up / spin down) = -2.007 / -4.596 eV
strongest force on any atom = 3.0 eV/A
spin multiplicity = 8

```
71
Properties=species:S:1:pos:R:3:forces:R:3:mulliken_charge:R:1
H -0.0557 -6.0675 0.9030 -0.0604 0.1137 -0.1158 0.30
C -0.5074 1.5935 -4.7139 0.1132 0.2771 0.3326 -0.28
O -0.1562 -0.8992 3.2050 -0.8630 0.5431 1.5373 -0.77
C -0.1872 1.3774 -3.3667 -0.4367 -0.4484 0.0562 -0.69
H -1.7834 -2.2760 -2.8940 -0.1108 0.0086 0.1190 0.36
C -0.9073 -1.3805 5.8874 -0.1508 0.4121 0.1113 -0.97
N 3.4053 0.9764 -0.3390 0.3192 0.0025 0.0568 0.37
H 2.1754 -4.5078 -1.7700 -0.0672 -0.2348 0.0258 0.26
H -0.6250 3.0276 -6.3182 0.1518 0.0093 0.2333 0.35
H 2.1228 -5.9769 -0.7431 -0.0623 0.1395 -0.1338 0.33
C 1.5604 2.1910 3.4223 0.0817 0.0290 0.1796 -1.09
C -0.9792 -0.1521 3.7914 0.6231 -0.3620 -1.3373 0.18
H -0.9279 0.7595 -5.2845 0.0496 0.3418 0.1002 0.37
H 1.7760 1.1318 3.2304 -0.1368 0.3000 0.0028 0.20
O 0.7841 4.1186 1.7845 0.0202 0.0252 0.5477 -0.73
H 2.7475 -0.7569 -1.2231 -0.0978 0.2940 0.2041 0.32
H 3.3275 0.9316 -2.4226 0.0414 0.2758 0.1282 0.31
Cl -2.8731 -0.0548 1.1118 -0.9062 -0.0752 0.2345 -0.69
H 3.2067 2.6924 0.8643 0.0258 -0.2741 0.0885 0.28
H -4.4344 1.4072 -1.0129 -0.0186 -0.1533 -0.0675 0.26
H -3.4812 -1.7468 -2.7603 0.2852 -0.1123 0.1950 0.50
H 1.0547 4.4342 -2.5822 -0.1633 -0.0049 -0.2166 0.43
H 4.8388 1.9869 0.7883 -0.1034 -0.1033 0.0702 0.40
H -2.3931 1.8700 -2.3241 0.0373 -0.2661 -0.1098 0.33
H -1.8005 -1.8741 6.2940 0.1449 -0.0160 -0.1495 0.31
H -3.2069 0.2318 5.8879 0.1286 0.1141 -0.0715 0.34
H -0.8570 -6.2474 -0.6741 -0.0805 0.0820 0.1043 0.32
O -0.4468 -2.7535 0.2701 1.9011 -2.0748 -1.0846 -0.76
H -4.8648 1.2784 -2.7208 -0.0195 -0.0381 0.0067 0.38
C 3.7611 1.5516 -1.6303 0.1157 -0.2209 0.1560 -1.00
C -0.5063 -5.5201 0.0641 0.1460 0.0458 -0.2080 -0.97
O 0.5232 1.8250 1.0393 0.2684 1.5028 1.5163 -0.28
H -0.2307 -0.7642 -3.4519 0.0994 0.0662 -0.2127 0.22
H -2.4838 -1.9277 -1.2836 -0.0252 0.0579 -0.3344 0.17
O 2.2744 -0.6887 0.7716 1.3707 0.2812 -1.1578 -0.69
C 0.2570 3.8812 -4.5310 -0.0213 0.0488 0.1661 -0.39
O 0.1652 -0.1657 -1.5323 0.2832 -0.3131 -0.2980 -0.13
H 0.5656 2.2405 -1.5466 -0.0595 -0.0423 -0.2707 0.68
H 3.5528 1.1709 1.7483 0.0098 0.0694 -0.2654 0.22
O -0.9459 2.6576 2.8182 0.8314 0.4389 -0.0427 -0.68
C -2.0253 -0.1968 -2.4814 0.2337 1.3111 -0.0758 0.54
C -2.4696 -1.6197 -2.3430 -0.2505 -0.1555 -0.0054 -1.73
H 1.3511 -2.7852 -0.7382 -0.3545 -0.1390 -0.0090 -0.36
C 3.7688 1.7476 0.8475 -0.2751 0.1841 -0.3457 -1.00
C -0.5158 0.0143 -2.7120 0.1521 0.1283 0.2694 0.09
H -0.3341 -2.0692 5.2697 -0.0300 0.0776 0.0648 0.27
H 0.4289 4.8624 -4.9792 -0.0660 -0.2706 0.0944 0.35
H -1.8306 1.0513 6.6560 -0.0089 0.0205 -0.2873 0.31
Eu -0.2530 -0.4031 0.7537 -0.1802 0.5459 -0.5806 0.90
C 2.7951 -0.2106 -0.2637 -0.9646 -0.3128 0.9168 0.08
C -2.8163 0.8645 -2.2726 0.2852 -0.4530 -0.2090 0.24
C -4.2630 0.8235 -1.9243 -0.3242 -0.0359 0.2173 -1.49
H 4.8550 1.5814 -1.7415 -0.1576 0.0300 -0.0241 0.34
C -0.3233 2.8542 -5.2832 0.1446 -0.2114 0.0163 -0.63
H 1.1281 2.2947 4.4242 0.0403 0.0773 -0.2658 0.41
S 0.3736 2.7901 2.1959 -0.4743 -1.1452 -1.5620 1.12
H 3.3750 2.5778 -1.7117 -0.0407 -0.3572 0.0124 0.30
H -0.3110 -1.0339 6.7416 0.0401 -0.1242 -0.1587 0.30
C -2.2369 0.7102 5.6930 0.0667 -0.2808 -0.2497 -0.95
H 1.0776 -5.8620 -2.1827 0.1174 0.1439 0.0998 0.31
H -1.4892 0.6512 3.2401 0.1390 -0.1116 0.2658 0.37
C 1.5284 -5.2900 -1.3617 -0.1720 0.1488 0.2795 -0.91
H -2.3687 1.5531 5.0104 -0.0062 -0.0573 0.1661 0.28
C 0.4790 -3.3420 -0.3454 -1.6834 1.5887 1.0241 1.04
H 2.4727 2.7931 3.3527 -0.1977 -0.1692 -0.0258 0.39
H -4.6249 -0.1942 -1.7373 0.0539 0.2611 -0.0185 0.33
H -1.3340 -4.9098 0.4269 0.1379 -0.0748 -0.0850 0.28
C 0.5990 3.6561 -3.1940 -0.0702 -0.2685 -0.1192 -0.87
N 0.4840 -4.6554 -0.5689 0.1824 -0.6983 -0.0526 0.27
N -1.3180 -0.2415 5.0765 -0.0485 -0.4366 0.7609 0.24
C 0.3526 2.4127 -2.6041 0.0473 0.0451 -0.2095 0.14
```
Forces are in eV/Å.